C38H87N7O7 | wB97M-V/def2-TZVPD

Structure (SMILES) = CCN(CC)CC.CCN(CC)CC.CCN(CC)CC.CCN(CC)CC.O=C1CCCO1.O=C1CCCO1.CC(N)=O.CC(N)=O.CC(N)=O
HOMO-LUMO gap = 0.3061 Ha
Lowest unoccupied orbital energy = 0.0 eV
Electronic energy = -2409.85392 hartree

Each line ends with the Mulliken charge.
CARTESIAN COORDINATES (ANGSTROEM)
1 O -4.4460 2.8576 0.9760  -0.75
2 C -3.5034 2.4243 0.3269  0.40
3 N -2.4014 2.2653 0.9825  -0.25
4 C -3.6841 2.0911 -1.2082  -0.55
5 H -1.5574 2.0349 0.4778  0.16
6 H -2.5628 2.3780 1.9731  0.20
7 H -4.7003 1.7650 -1.4300  0.10
8 H -3.0345 1.2493 -1.4481  0.14
9 H -3.3266 2.9737 -1.7386  0.51
10 O -3.8896 -1.6462 1.2784  -0.55
11 C -5.0074 -1.1959 1.5764  0.30
12 N -5.6895 -1.7634 2.5782  -0.41
13 C -5.6194 -0.0744 0.8036  -0.36
14 H -6.6990 -1.7973 2.5789  0.20
15 H -5.2133 -2.3728 3.2277  0.23
16 H -5.3022 -0.2102 -0.2303  -0.15
17 H -5.3382 0.8118 1.3725  0.27
18 H -6.6989 0.0327 0.6969  0.48
19 O 5.7976 4.0709 0.5780  -0.73
20 C 5.0805 3.1022 0.7596  0.61
21 N 4.4346 3.0124 1.8465  -0.18
22 C 4.9684 1.9590 -0.2073  -0.69
23 H 4.4403 3.6672 2.6154  0.23
24 H 3.8975 2.1578 1.8824  0.08
25 H 5.7747 1.9741 -0.9406  0.35
26 H 4.1115 2.1395 -0.8564  0.07
27 H 4.9686 1.0166 0.3405  0.19
28 C 6.0639 -2.9480 -0.4892  -1.23
29 C 5.5006 -1.6057 -0.7216  -0.80
30 N 5.4136 -1.0753 -2.0899  0.86
31 C 6.6471 -0.8325 -2.5929  -0.82
32 C 6.9101 0.2653 -3.5211  -1.56
33 C 4.4736 -1.7963 -2.9953  -0.92
34 C 3.0069 -1.4256 -2.5416  -0.88
35 H 5.4060 -3.7138 -0.9000  0.27
36 H 6.1118 -3.1149 0.5868  0.43
37 H 7.0254 -2.8328 -0.9896  0.27
38 H 4.5612 -1.5306 -0.1740  0.02
39 H 6.1497 -0.9560 -0.1344  0.58
40 H 7.1119 -1.7142 -3.0343  0.40
41 H 7.2952 -0.6552 -1.7346  0.63
42 H 6.4189 1.2348 -3.4375  0.28
43 H 6.6353 -0.1665 -4.4835  0.39
44 H 7.9849 0.4427 -3.4843  0.40
45 H 4.6322 -1.5745 -4.0506  0.49
46 H 4.5032 -2.8799 -2.8818  0.31
47 H 2.7022 -1.9675 -1.6463  0.18
48 H 3.0243 -0.3358 -2.5270  0.22
49 H 2.1950 -1.6371 -3.2374  0.53
50 C -4.4589 -3.4755 -1.6768  -0.76
51 C -3.7592 -4.4297 -2.7291  -0.77
52 N -2.7394 -5.3548 -2.1507  0.10
53 C -3.2319 -6.4310 -1.2511  -0.36
54 C -4.3125 -7.3328 -1.9657  -1.13
55 C -1.7103 -4.4796 -1.5006  0.10
56 C -0.3082 -5.1335 -1.4180  -1.37
57 H -5.2833 -3.8957 -1.1006  0.36
58 H -4.9411 -2.6816 -2.2471  0.44
59 H -3.7991 -3.0003 -0.9508  0.08
60 H -4.5835 -4.8324 -3.3177  0.38
61 H -3.1206 -3.7553 -3.2996  0.22
62 H -2.3788 -7.0189 -0.9122  0.36
63 H -3.7533 -6.0114 -0.3908  0.28
64 H -3.8476 -7.8152 -2.8255  0.32
65 H -4.8093 -7.9099 -1.1859  0.40
66 H -5.0266 -6.5636 -2.2598  0.25
67 H -2.0480 -4.0685 -0.5493  0.28
68 H -1.5494 -3.5317 -2.0141  -0.20
69 H -0.4368 -5.9995 -0.7687  0.40
70 H 0.3809 -4.4768 -0.8870  0.32
71 H 0.0931 -5.4073 -2.3937  0.30
72 C -5.5463 0.9283 -4.2835  -1.13
73 C -4.3350 0.8576 -5.1995  -0.58
74 N -3.4497 -0.1502 -4.5142  0.57
75 C -3.7834 -1.5466 -5.0828  0.06
76 C -3.5183 -1.5619 -6.5665  -1.42
77 C -2.1064 0.3550 -4.6142  -1.07
78 C -1.0075 -0.5376 -3.9699  -1.02
79 H -6.3394 0.2341 -4.5615  0.40
80 H -6.1092 1.8216 -4.5545  0.48
81 H -5.4164 0.9917 -3.2031  -0.01
82 H -4.6952 0.7398 -6.2215  0.30
83 H -3.8634 1.8402 -5.1937  0.49
84 H -3.0763 -2.3116 -4.7621  -0.36
85 H -4.8282 -1.8131 -4.9233  0.36
86 H -3.1314 -2.5478 -6.8243  0.44
87 H -4.4845 -1.4567 -7.0599  0.40
88 H -2.7560 -0.8820 -6.9470  0.24
89 H -2.1157 1.3327 -4.1323  0.51
90 H -1.9140 0.4269 -5.6846  0.47
91 H -1.3764 -0.7491 -2.9662  0.06
92 H 0.0048 -0.1378 -4.0292  0.45
93 H -0.9627 -1.4930 -4.4926  0.35
94 C -0.6265 0.8626 9.0107  -1.01
95 C 0.8558 1.0346 8.9285  -0.91
96 N 1.4825 1.7711 7.8186  0.10
97 C 1.1032 3.1933 7.8181  -0.36
98 C 1.7738 3.9509 8.9541  -1.43
99 C 1.0866 1.1343 6.5711  -0.51
100 C 2.0174 1.4457 5.5114  -1.29
101 H -1.0558 0.2964 8.1841  0.26
102 H -1.1122 1.8217 9.1904  0.27
103 H -0.8820 0.2636 9.8847  0.41
104 H 1.2465 1.3972 9.8793  0.46
105 H 1.4431 0.1215 9.0254  0.48
106 H 1.5058 3.6868 6.9336  0.35
107 H 0.1063 3.5538 7.5644  0.41
108 H 2.7992 3.6027 9.0782  0.33
109 H 1.8412 5.0356 8.8704  0.45
110 H 1.1677 3.7963 9.8468  0.27
111 H 0.0831 1.3883 6.2296  0.26
112 H 0.9891 0.0589 6.7196  0.51
113 H 3.0295 1.4261 5.9156  0.36
114 H 1.8097 2.4882 5.2706  0.34
115 H 1.9432 0.7604 4.6670  0.28
116 O 1.5193 1.9480 -0.4096  -0.68
117 C 0.9039 0.9083 -0.0574  -0.14
118 O -0.0067 0.2560 -0.8908  -0.07
119 C -0.3796 -0.9574 -0.3851  0.32
120 C 0.3232 -1.0917 0.9945  -1.18
121 C 1.1248 0.1994 1.1599  0.56
122 H 0.0195 -1.6612 -1.1154  0.03
123 H -1.4522 -0.9783 -0.1920  0.20
124 H 1.0232 -1.9266 0.9613  0.37
125 H -0.3220 -1.0710 1.8728  0.31
126 H 2.1893 0.0153 1.3047  0.14
127 H 0.8056 0.8675 1.9598  0.11
128 O 1.1914 7.2858 -2.2827  -0.62
129 C 1.8016 6.7276 -1.3623  0.49
130 O 3.1253 7.0898 -1.1813  -0.36
131 C 3.5666 6.5484 0.1200  -0.05
132 C 2.3579 6.0073 0.7508  -0.24
133 C 1.2481 5.8999 -0.2935  -0.04
134 H 3.9872 7.2978 0.7906  0.26
135 H 4.2767 5.7291 0.0079  0.08
136 H 2.0140 6.7546 1.4659  0.33
137 H 2.5973 5.0387 1.1897  0.00
138 H 0.3204 6.3253 0.0891  0.26
139 H 1.0198 4.8584 -0.5202  -0.05

Cartesian forces, eV/Å:
O -1.07 0.13 -0.22
C -3.95 0.59 -2.08
N 2.94 -0.94 0.04
C 1.37 -0.15 1.87
H 0.15 -0.11 0.69
H 0.89 0.09 -0.04
H 0.12 0.66 0.24
H 0.17 0.00 -0.23
H -0.39 -0.09 -0.33
O -0.60 1.14 0.42
C 1.20 -1.69 -1.29
N -1.12 -0.19 1.22
C -0.52 -0.17 -0.13
H 0.25 0.39 0.13
H 0.02 -0.10 -0.45
H 0.66 0.73 0.20
H 0.41 0.37 -0.80
H -0.27 -0.66 0.66
O 0.68 0.76 -0.94
C 3.40 1.39 -3.23
N -3.61 -2.25 3.86
C 0.16 0.32 -0.65
H 0.19 -0.06 -0.42
H -0.36 0.37 0.89
H 0.36 0.02 0.49
H -0.52 -0.47 0.41
H -0.36 -0.13 -0.39
C -0.02 -0.54 -0.60
C -1.31 1.49 0.83
N -3.82 -1.11 1.02
C 3.70 -0.32 1.04
C 0.04 0.70 -2.05
C -1.60 0.05 1.57
C 0.69 0.35 -1.26
H 0.43 -0.28 -0.26
H 0.46 -0.07 -0.09
H 0.35 -1.27 0.31
H -0.57 0.17 -0.43
H 0.03 0.57 -0.32
H 0.22 -0.53 -0.37
H 0.15 0.08 0.28
H -0.29 -0.21 0.53
H 0.24 0.70 -0.60
H 0.02 0.05 -0.42
H 0.19 0.35 0.22
H 0.68 -0.30 -0.12
H 0.32 0.54 0.41
H -0.32 0.04 0.95
H 0.33 -0.45 -0.54
C -0.15 -0.15 -0.51
C 0.29 1.11 2.12
N 0.01 0.57 0.04
C -0.66 0.13 -1.00
C 1.22 2.16 0.93
C 0.61 -0.40 -0.48
C -1.24 -0.05 0.86
H 0.09 -0.55 0.00
H 0.10 0.23 -0.12
H 0.13 -0.06 -0.20
H 0.60 -0.56 -0.23
H -0.49 -0.19 -0.53
H -0.03 0.06 0.00
H 0.14 0.20 0.46
H -0.48 -0.39 0.20
H 0.24 -0.60 -0.46
H -0.35 -0.49 -0.51
H 0.03 -0.62 0.67
H -0.44 -0.14 -0.89
H 0.45 -0.34 -0.24
H 0.08 0.16 -0.14
H -0.15 -0.02 0.10
C -1.91 1.25 -1.05
C -0.46 -0.23 2.66
N -1.74 -1.05 -0.74
C 2.15 1.94 -0.27
C -0.57 -0.95 -1.04
C 1.34 -1.24 -0.45
C -1.39 -0.14 -0.50
H 0.36 -0.86 0.39
H 0.04 0.65 0.10
H 0.47 -0.40 -0.34
H 0.45 -0.74 -0.20
H 0.32 -0.13 0.12
H -0.41 0.32 1.23
H 0.24 0.13 0.61
H -0.17 -0.17 -0.25
H 0.36 0.30 -0.64
H -0.31 0.31 0.17
H 0.18 0.06 -0.21
H 0.75 0.70 -0.22
H 0.55 0.03 0.24
H -0.26 0.37 0.35
H -0.08 -0.15 -0.09
C -0.50 -0.32 0.34
C 2.08 -0.26 1.06
N -2.03 0.39 0.36
C 1.75 1.52 -1.24
C -0.67 -0.12 0.75
C -1.32 -1.21 1.05
C 1.51 0.89 -1.06
H -0.07 0.42 -0.26
H -0.21 0.01 -0.46
H 0.20 -0.05 0.19
H -0.35 1.09 0.09
H -0.54 -0.82 -0.80
H 0.92 -0.55 -0.45
H -1.13 -0.94 1.06
H -0.15 -0.23 0.19
H -0.27 0.01 -0.59
H 0.45 -0.14 0.45
H -0.48 0.42 0.19
H 0.40 -0.19 0.32
H 0.16 -0.18 -0.18
H 0.34 -0.05 -0.85
H -0.08 0.30 -0.19
O -2.57 -3.14 0.88
C 1.79 3.81 -4.32
O 1.67 3.90 0.34
C -0.13 -1.51 1.76
C 0.52 0.25 0.50
C 0.29 -1.10 1.19
H -0.63 -0.62 0.26
H -0.15 -0.34 -0.65
H -0.37 -0.18 0.44
H -0.41 -1.02 -0.43
H 0.04 0.18 -0.10
H -0.11 -0.23 0.27
O 1.13 -1.82 1.88
C -0.44 3.55 -3.72
O -0.59 -1.07 1.41
C 0.83 -0.12 -1.18
C -1.66 -0.47 1.43
C 0.23 -0.85 1.36
H 0.27 0.37 -0.72
H 0.35 0.46 -0.58
H -0.02 -0.48 0.55
H -0.32 0.20 0.44
H 0.02 0.13 -0.32
H 0.21 0.08 -0.60